Computed, not measured: C48H114AsF6N7O18 as an isolated structure, with wB97M-V/def2-TZVPD.

The calculation puts the LUMO energy at -5.6 eV. The charge is +4.

Element x y z (Å)
C: 8.341 -8.173 -11.862
C: 8.489 -8.801 -10.634
C: 9.315 -10.083 -10.479
O: 9.694 -10.539 -9.353
C: 9.882 -10.697 -11.545
C: 9.708 -10.151 -12.885
C: 8.924 -8.770 -12.969
O: 8.839 -8.264 -14.074
O: 10.101 -10.691 -13.922
O: 7.946 -8.134 -9.636
H: 7.932 -7.188 -12.033
H: 10.499 -11.568 -11.380
C: 15.745 -7.782 -5.295
O: 15.723 -9.072 -5.807
C: 15.601 -9.164 -7.242
C: 15.950 -10.544 -7.902
N: 15.200 -11.620 -7.042
H: 15.461 -11.420 -6.087
H: 14.193 -11.541 -7.055
C: 15.413 -13.167 -7.229
C: 14.480 -13.952 -6.154
O: 14.289 -13.120 -4.985
C: 13.493 -13.695 -4.021
H: 14.911 -7.141 -5.581
H: 16.663 -7.249 -5.540
H: 15.695 -7.976 -4.224
H: 16.278 -8.410 -7.642
H: 14.595 -8.778 -7.405
H: 17.002 -10.797 -7.764
H: 15.548 -10.637 -8.911
H: 16.480 -13.380 -7.155
H: 14.988 -13.457 -8.190
H: 14.922 -14.873 -5.773
H: 13.509 -14.171 -6.597
H: 13.177 -12.921 -3.321
H: 14.008 -14.497 -3.491
H: 12.657 -14.247 -4.450
C: 16.491 -6.550 -21.367
O: 15.722 -6.996 -20.255
C: 14.411 -7.419 -20.664
C: 13.591 -7.828 -19.452
N: 13.521 -6.610 -18.398
H: 13.485 -5.743 -18.915
H: 12.652 -6.700 -17.891
C: 14.738 -6.632 -17.383
C: 14.873 -5.316 -16.506
O: 13.606 -5.016 -15.855
C: 13.155 -3.714 -15.989
H: 15.948 -5.967 -22.110
H: 16.878 -7.429 -21.882
H: 17.359 -6.000 -21.005
H: 14.303 -8.313 -21.278
H: 13.842 -6.598 -21.100
H: 13.987 -8.750 -19.028
H: 12.552 -7.938 -19.765
H: 15.676 -6.703 -17.935
H: 14.687 -7.550 -16.798
H: 15.058 -4.472 -17.171
H: 15.653 -5.249 -15.747
H: 12.889 -3.394 -16.996
H: 13.971 -3.134 -15.559
H: 12.228 -3.505 -15.456
C: 5.007 -4.458 -18.488
O: 3.862 -4.878 -17.794
C: 2.723 -5.344 -18.579
C: 3.064 -6.663 -19.329
N: 3.729 -7.747 -18.512
H: 4.576 -7.296 -18.198
H: 3.054 -7.845 -17.767
C: 4.134 -9.097 -19.153
C: 2.932 -9.987 -19.643
O: 2.063 -9.211 -20.533
C: 1.014 -10.053 -21.080
H: 4.826 -3.806 -19.343
H: 5.636 -5.338 -18.621
H: 5.598 -3.738 -17.923
H: 2.290 -4.511 -19.132
H: 2.032 -5.756 -17.843
H: 3.633 -6.558 -20.253
H: 2.170 -7.106 -19.768
H: 4.705 -9.654 -18.410
H: 4.735 -8.881 -20.037
H: 2.331 -10.430 -18.850
H: 3.408 -10.777 -20.224
H: 0.489 -10.717 -20.394
H: 1.410 -10.718 -21.847
H: 0.197 -9.467 -21.501
C: 7.608 -5.638 -1.370
O: 7.838 -6.012 -2.699
C: 8.525 -7.228 -2.850
C: 7.818 -8.586 -2.563
N: 6.428 -8.710 -3.106
H: 5.789 -8.080 -2.641
H: 6.425 -8.364 -4.055
C: 5.839 -10.086 -3.176
C: 4.903 -10.183 -4.380
O: 3.913 -9.131 -4.339
C: 3.083 -9.047 -5.511
H: 8.586 -5.477 -0.917
H: 7.030 -6.275 -0.701
H: 7.104 -4.671 -1.357
H: 9.550 -7.153 -2.488
H: 8.675 -7.337 -3.924
H: 7.859 -8.744 -1.485
H: 8.332 -9.310 -3.195
H: 5.341 -10.220 -2.217
H: 6.641 -10.807 -3.336
H: 4.513 -11.198 -4.461
H: 5.381 -10.156 -5.359
H: 2.368 -8.226 -5.465
H: 2.565 -9.936 -5.871
H: 3.609 -8.826 -6.440
C: -1.571 -14.487 -3.252
O: -0.691 -15.596 -3.343
C: -1.287 -16.935 -2.952
C: -0.153 -18.073 -3.002
N: 0.802 -17.936 -4.219
H: 0.323 -17.955 -5.109
H: 1.300 -17.057 -4.215
C: 1.915 -19.073 -4.113
C: 2.885 -18.847 -5.298
O: 3.167 -17.447 -5.503
C: 3.946 -17.127 -6.607
H: -1.357 -13.694 -3.968
H: -1.510 -14.152 -2.216
H: -2.633 -14.715 -3.348
H: -2.064 -17.236 -3.655
H: -1.839 -16.907 -2.012
H: -0.608 -19.045 -3.191
H: 0.335 -18.122 -2.029
H: 1.510 -20.085 -4.128
H: 2.445 -18.902 -3.176
H: 2.564 -19.384 -6.190
H: 3.846 -19.263 -4.993
H: 4.928 -17.589 -6.510
H: 4.195 -16.077 -6.758
H: 3.513 -17.451 -7.554
C: 15.455 -14.875 -19.239
O: 14.320 -15.644 -18.802
C: 14.092 -15.510 -17.411
C: 12.967 -16.560 -16.894
N: 11.643 -16.447 -17.757
H: 11.368 -15.479 -17.666
H: 11.814 -16.654 -18.731
C: 10.520 -17.276 -17.112
C: 9.416 -17.436 -18.141
O: 10.021 -18.031 -19.235
C: 9.214 -18.119 -20.390
H: 15.436 -14.869 -20.329
H: 16.417 -15.241 -18.881
H: 15.300 -13.862 -18.867
H: 13.732 -14.520 -17.129
H: 15.037 -15.683 -16.895
H: 12.675 -16.378 -15.860
H: 13.269 -17.608 -16.892
H: 10.212 -16.658 -16.268
H: 10.878 -18.267 -16.835
H: 8.949 -16.468 -18.323
H: 8.597 -18.056 -17.776
H: 8.786 -17.143 -20.619
H: 8.397 -18.743 -20.027
H: 9.794 -18.537 -21.213
C: 8.855 2.628 -10.082
O: 8.549 1.278 -9.673
C: 9.062 1.147 -8.325
C: 9.013 -0.381 -7.967
N: 7.654 -1.063 -8.470
H: 7.547 -0.998 -9.472
H: 7.602 -2.028 -8.179
C: 6.439 -0.403 -7.706
C: 5.217 -1.106 -8.188
O: 5.169 -1.273 -9.609
C: 4.363 -2.349 -10.043
H: 9.917 2.736 -9.859
H: 8.256 3.423 -9.639
H: 8.689 2.734 -11.154
H: 8.352 1.732 -7.740
H: 10.069 1.536 -8.173
H: 9.073 -0.544 -6.891
H: 9.903 -0.893 -8.333
H: 6.406 0.601 -8.131
H: 6.721 -0.550 -6.664
H: 4.421 -0.401 -7.946
H: 5.100 -2.019 -7.603
H: 4.786 -3.311 -9.751
H: 4.285 -2.355 -11.130
H: 3.365 -2.324 -9.607
As: 11.900 -21.699 -10.653
F: 11.812 -23.430 -10.559
F: 11.238 -21.522 -9.032
F: 11.873 -19.908 -10.793
F: 12.527 -21.898 -12.328
F: 10.214 -21.522 -11.319
F: 13.561 -21.705 -9.947

Löwdin population analysis, charges in e, atoms 1 to 4: -0.066, -0.356, -0.442, -0.129

Computed, not measured: a 10-piece molecular cluster, C48H114N6O4 overall, with wB97M-V/def2-TZVPD.

As for the expectation value of S²: 0.75. The calculation puts the LUMO energy (spin up / spin down) at -2.6 / -7.3 eV. The multiplicity is 2. The charge is +1.

Element x y z (Å)
C: -4.119 -3.921 1.872
C: -4.568 -2.434 1.549
N: -4.426 -2.099 0.118
C: -4.337 -0.648 0.085
C: -4.161 -0.081 -1.302
C: -5.361 -2.751 -0.854
C: -6.802 -2.424 -0.634
H: -4.694 -4.661 1.316
H: -4.245 -4.056 2.946
H: -3.072 -4.152 1.675
H: -5.607 -2.255 1.825
H: -3.929 -1.775 2.137
H: -5.185 -0.155 0.561
H: -3.458 -0.234 0.580
H: -4.089 1.003 -1.212
H: -3.249 -0.495 -1.731
H: -4.990 -0.314 -1.970
H: -5.315 -3.839 -0.803
H: -5.034 -2.504 -1.863
H: -7.109 -1.383 -0.738
H: -7.156 -2.699 0.359
H: -7.392 -3.020 -1.330
C: 0.018 0.996 1.423
C: 0.761 -0.346 1.536
N: 0.612 -1.342 0.440
C: -0.751 -1.543 0.071
C: -0.928 -2.760 -0.902
C: 1.398 -0.888 -0.728
C: 2.866 -0.906 -0.448
H: 0.353 1.500 0.517
H: 0.376 1.674 2.197
H: -1.044 0.753 1.437
H: 1.815 -0.255 1.800
H: 0.356 -0.900 2.383
H: -1.344 -1.798 0.949
H: -1.242 -0.677 -0.373
H: -0.660 -3.709 -0.438
H: -1.910 -3.007 -1.305
H: -0.221 -2.678 -1.728
H: 1.069 0.101 -1.047
H: 1.247 -1.503 -1.615
H: 3.118 -0.068 0.202
H: 3.462 -0.822 -1.357
H: 3.268 -1.771 0.080
C: -4.807 -0.591 -7.740
C: -3.589 -0.771 -6.760
N: -2.974 -2.063 -6.777
C: -3.925 -3.211 -6.933
C: -3.248 -4.603 -7.098
C: -2.001 -2.160 -5.689
C: -2.682 -2.284 -4.304
H: -5.627 -1.121 -7.255
H: -4.597 -1.061 -8.700
H: -5.097 0.452 -7.870
H: -2.859 0.000 -7.004
H: -3.984 -0.542 -5.770
H: -4.680 -3.217 -6.148
H: -4.497 -3.166 -7.860
H: -2.295 -4.684 -7.620
H: -3.082 -4.963 -6.083
H: -3.960 -5.290 -7.558
H: -1.288 -1.339 -5.762
H: -1.482 -3.104 -5.856
H: -3.418 -3.087 -4.271
H: -3.191 -1.411 -3.896
H: -1.947 -2.600 -3.565
C: 2.029 6.920 3.124
C: 2.310 5.453 2.910
N: 2.212 4.997 1.530
C: 2.742 3.596 1.508
C: 4.217 3.476 1.659
C: 0.818 5.085 1.008
C: 0.704 5.007 -0.479
H: 2.418 7.339 4.052
H: 0.950 7.066 3.071
H: 2.505 7.566 2.387
H: 3.312 5.230 3.279
H: 1.646 4.849 3.529
H: 2.560 3.246 0.492
H: 2.125 3.005 2.185
H: 4.831 4.191 1.112
H: 4.533 2.466 1.396
H: 4.542 3.538 2.698
H: 0.166 4.358 1.493
H: 0.453 6.093 1.205
H: 1.473 5.604 -0.970
H: 0.797 3.966 -0.789
H: -0.293 5.240 -0.854
C: -1.407 3.602 4.470
C: -1.750 2.295 5.154
N: -1.521 2.321 6.634
C: -2.362 3.306 7.321
C: -1.979 3.630 8.783
C: -1.527 1.029 7.207
C: -2.832 0.255 6.937
H: -0.409 3.940 4.747
H: -2.058 4.455 4.666
H: -1.366 3.529 3.383
H: -2.794 2.048 4.957
H: -1.064 1.549 4.753
H: -2.419 4.285 6.846
H: -3.412 3.025 7.396
H: -2.264 4.627 9.119
H: -2.314 2.867 9.486
H: -0.897 3.608 8.914
H: -1.289 0.998 8.270
H: -0.696 0.456 6.797
H: -2.661 -0.742 7.343
H: -3.091 -0.057 5.926
H: -3.736 0.607 7.435
C: -0.264 0.971 -3.547
C: 0.185 2.327 -2.988
N: 1.574 2.726 -3.370
C: 1.854 2.570 -4.798
C: 1.038 3.482 -5.686
C: 2.603 2.115 -2.555
C: 3.820 3.054 -2.373
H: -1.239 0.658 -3.173
H: 0.393 0.124 -3.347
H: -0.398 1.104 -4.620
H: -0.528 3.038 -3.405
H: 0.041 2.432 -1.913
H: 2.868 2.923 -4.985
H: 1.690 1.533 -5.088
H: -0.051 3.439 -5.658
H: 1.422 4.475 -5.453
H: 1.268 3.331 -6.741
H: 2.954 1.113 -2.806
H: 2.230 1.945 -1.545
H: 4.371 2.994 -3.311
H: 4.561 2.776 -1.623
H: 3.574 4.095 -2.162
C: 0.844 -1.478 5.207
C: 2.253 -1.931 5.466
O: 2.581 -2.523 6.487
C: 3.302 -1.617 4.479
H: 0.446 -1.990 4.331
H: 0.888 -0.406 5.017
H: 0.172 -1.715 6.032
H: 3.698 -0.639 4.754
H: 2.926 -1.541 3.458
H: 4.126 -2.326 4.402
C: 2.308 -4.531 -0.062
C: 2.247 -4.534 1.481
O: 3.273 -4.489 2.172
C: 0.858 -4.608 2.038
H: 1.997 -5.505 -0.439
H: 3.276 -4.234 -0.465
H: 1.700 -3.726 -0.476
H: 0.935 -4.568 3.125
H: 0.398 -5.547 1.728
H: 0.298 -3.725 1.731
C: 2.212 -1.939 -5.120
C: 3.000 -2.435 -3.904
O: 2.559 -3.196 -3.090
C: 4.438 -1.900 -3.819
H: 1.658 -1.008 -4.994
H: 1.457 -2.694 -5.337
H: 2.783 -1.892 -6.047
H: 5.038 -2.184 -4.683
H: 4.911 -2.167 -2.874
H: 4.374 -0.818 -3.936
C: 6.403 -2.847 1.718
C: 6.716 -1.389 1.331
O: 7.668 -1.188 0.573
C: 5.905 -0.296 1.974
H: 5.441 -2.945 2.221
H: 7.141 -3.269 2.400
H: 6.369 -3.461 0.818
H: 5.769 -0.458 3.043
H: 4.946 -0.388 1.464
H: 6.421 0.622 1.695

Löwdin population analysis, charges in e, atoms 1 to 4: -0.060, -0.223, -0.169, -0.292